The following is a quantum chemistry calculation of a structure of composition C23H40B2NO22S2 at a distorted geometry, from the Open Molecules 2025 dataset.

Cartesian coordinates (Å):
S 2.652 6.151 2.917
S 3.237 7.560 0.619
O 2.434 -4.660 -1.040
O 2.176 0.114 1.208
O 0.905 8.259 3.813
O 3.233 -1.836 1.148
O -1.987 -4.487 -1.207
O 2.116 5.063 2.136
O 3.405 5.735 4.085
O -1.916 5.095 -1.007
O 0.174 6.814 -0.589
O 2.126 -1.119 -0.672
O 4.184 8.569 0.226
O -7.516 -5.565 -1.380
O 2.613 -5.097 1.162
O -3.182 -6.324 -1.722
O -0.716 8.058 1.240
O 3.113 6.478 -0.304
O -0.713 3.195 -0.989
O 4.283 -5.621 -0.264
O -1.623 -6.375 -0.100
O -9.485 -5.636 -2.418
O -9.254 -4.385 -0.556
O -1.469 3.995 -2.916
N 3.598 7.160 2.122
C -0.542 -5.486 0.249
C -0.458 2.164 -1.969
C 4.366 -5.700 -1.702
C -0.132 -3.068 -0.500
C -2.344 -5.778 -1.070
C -1.347 6.254 4.265
C 2.558 -0.166 2.579
C 3.069 -5.121 0.064
C -6.036 -6.658 -2.982
C 3.390 -4.616 -2.108
C -8.794 -5.121 -1.367
C 2.479 -0.952 0.457
C 5.781 -5.500 -2.177
C 2.961 1.087 3.301
C -0.513 2.973 -3.246
C -1.411 4.174 -1.576
C -1.122 -4.132 -0.099
C 0.145 5.884 4.387
C 0.845 1.459 -1.696
C -7.408 -6.618 -2.362
C 1.688 8.446 0.711
C -8.534 -6.244 -3.302
C 3.661 -1.178 2.357
B 1.136 6.919 3.746
B 0.345 7.700 0.403
H 2.127 1.781 3.375
H -0.767 6.603 -0.724
H 3.997 -6.685 -2.001
H 0.320 -5.738 -0.367
H -0.281 -5.594 1.296
H -0.667 -2.157 -0.771
H 1.791 9.221 -0.046
H 0.552 -2.850 0.313
H 1.659 2.184 -1.638
H 3.845 -3.623 -2.120
H 0.802 0.947 -0.745
H 0.320 4.918 3.930
H 1.694 8.940 1.673
H 4.625 -0.702 2.168
H -5.280 -6.888 -2.240
H -1.759 -3.769 0.711
H -1.290 1.454 -1.931
H -8.223 -5.503 -4.042
H 5.819 -5.498 -3.266
H -0.852 2.403 -4.107
H -1.891 5.413 3.846
H 6.178 -4.556 -1.804
H 3.306 0.850 4.308
H -1.786 6.459 5.237
H -1.523 7.109 3.624
H -8.980 -7.096 -3.807
H 0.144 8.513 3.259
H 1.065 0.731 -2.475
H -7.625 -7.563 -1.856
H -1.570 8.041 0.781
H -5.778 -5.690 -3.412
H 0.428 5.837 5.438
H 0.446 -3.365 -1.367
H 0.441 3.452 -3.475
H 2.902 -4.801 -3.062
H 3.755 1.605 2.766
H 6.426 -6.296 -1.807
H 3.761 -1.899 3.163
H -6.001 -7.417 -3.765
H 1.699 -0.633 3.068

## Properties
Calculated total energy = -3456.82429 a.u.
Net charge = -1

The Löwdin scheme yields these atomic charges, measured in e:
1. S 0.502
2. S 0.469
3. O 0.022
4. O 0.093
5. O 0.115
6. O 0.053
7. O 0.093
8. O -0.338
9. O -0.351
10. O 0.138
11. O 0.195
12. O 0.127
13. O -0.360
14. O 0.088
15. O 0.161
16. O 0.138
17. O 0.125
18. O -0.318
19. O 0.116
20. O 0.090
21. O 0.068
22. O 0.055
23. O 0.163
24. O 0.069
25. N -0.329
26. C -0.078
27. C -0.310
28. C -0.323
29. C -0.018
30. C -0.563
31. C -0.099
32. C -0.311
33. C -0.562
34. C -0.023
35. C -0.077
36. C -0.566
37. C -0.577
38. C -0.022
39. C -0.007
40. C -0.087
41. C -0.551
42. C -0.293
43. C -0.158
44. C -0.015
45. C -0.325
46. C -0.126
47. C -0.100
48. C -0.078
49. B -0.506
50. B -0.712
51. H 0.094
52. H 0.075
53. H 0.157
54. H 0.121
55. H 0.139
56. H 0.094
57. H 0.100
58. H 0.081
59. H 0.107
60. H 0.143
61. H 0.062
62. H 0.084
63. H 0.078
64. H 0.140
65. H 0.058
66. H 0.159
67. H 0.156
68. H 0.137
69. H 0.091
70. H 0.134
71. H 0.068
72. H 0.093
73. H 0.094
74. H 0.064
75. H 0.046
76. H 0.135
77. H 0.093
78. H 0.091
79. H 0.157
80. H 0.113
81. H 0.096
82. H 0.108
83. H 0.080
84. H 0.143
85. H 0.141
86. H 0.101
87. H 0.086
88. H 0.139
89. H 0.093
90. H 0.158

---

The following is a quantum chemistry calculation of an isolated molecule of C25H28N4O3S at a distorted geometry, from the Open Molecules 2025 dataset.

Cartesian coordinates (Å):
S -2.328 0.217 -0.709
O -1.641 0.810 0.403
O -1.695 0.327 -1.998
O 1.497 -3.754 0.023
N -2.728 -1.380 -0.401
N 2.149 -1.615 0.232
N 4.340 0.254 0.155
N -4.504 0.456 1.372
C -1.015 -3.033 -1.084
C -4.844 1.024 0.202
C -2.425 -1.815 0.946
C 5.377 1.153 0.083
C 7.467 1.875 -0.898
C -5.519 2.163 -2.274
C 5.427 2.276 0.919
C -6.595 1.153 2.303
C 3.091 0.566 0.806
C 1.214 -2.569 0.010
C 7.501 2.985 -0.070
C 6.471 3.175 0.834
C 6.423 0.974 -0.831
C -2.353 -2.348 -1.414
C -0.208 -2.080 -0.202
C 4.449 -1.082 -0.385
C -6.098 1.677 0.016
C -4.277 1.534 -2.089
C -3.948 0.981 -0.884
C -6.975 1.726 1.120
C -0.910 -1.981 1.161
C 1.936 -0.182 0.141
C -5.340 0.522 2.369
C 3.532 -2.022 0.388
C -6.410 2.237 -1.239
H 5.480 -1.433 -0.283
H 4.655 2.441 1.654
H -5.014 0.050 3.287
H -2.953 -2.760 1.102
H -0.471 -3.258 -2.001
H 6.483 4.032 1.493
H -3.160 -3.082 -1.500
H 8.259 1.713 -1.615
H -7.933 2.215 1.013
H 4.179 -1.108 -1.452
H 1.007 0.109 0.634
H 6.414 0.135 -1.508
H -1.171 -3.970 -0.549
H -2.838 -1.060 1.614
H -7.365 2.727 -1.364
H -2.277 -1.797 -2.352
H 3.618 -3.045 0.015
H -3.558 1.480 -2.890
H -5.758 2.591 -3.235
H 3.118 0.313 1.878
H -0.708 -2.889 1.732
H -7.236 1.173 3.171
H 8.317 3.689 -0.130
H 1.873 0.126 -0.912
H 3.809 -2.020 1.449
H -0.198 -1.104 -0.689
H 2.894 1.636 0.714
H -0.523 -1.127 1.718

## Properties
Relative energy (zero: lowest compared OMol25 entry of this formula, charge and spin) = 215.03 kJ/mol
SMILES = O=C(C1CCN(S(=O)(=O)c2cccc3cccnc23)CC1)N1CCN(c2ccccc2)CC1

The Löwdin scheme yields these atomic charges, measured in e:
1. S 0.699
2. O -0.261
3. O -0.295
4. O 0.064
5. N -0.230
6. N -0.034
7. N -0.100
8. N 0.113
9. C -0.106
10. C -0.201
11. C -0.189
12. C -0.229
13. C -0.098
14. C -0.055
15. C -0.036
16. C -0.045
17. C -0.141
18. C -0.427
19. C -0.115
20. C -0.098
21. C -0.036
22. C -0.180
23. C -0.241
24. C -0.141
25. C -0.145
26. C -0.040
27. C -0.179
28. C -0.009
29. C -0.110
30. C -0.114
31. C -0.113
32. C -0.114
33. C -0.021
34. H 0.125
35. H 0.097
36. H 0.113
37. H 0.131
38. H 0.126
39. H 0.101
40. H 0.124
41. H 0.101
42. H 0.117
43. H 0.133
44. H 0.112
45. H 0.097
46. H 0.122
47. H 0.087
48. H 0.115
49. H 0.110
50. H 0.125
51. H 0.111
52. H 0.109
53. H 0.133
54. H 0.128
55. H 0.103
56. H 0.094
57. H 0.143
58. H 0.136
59. H 0.102
60. H 0.126
61. H 0.106

---

The following is a quantum chemistry calculation of a structure of composition C2H3F3N2O at a distorted geometry, from the Open Molecules 2025 dataset.

Cartesian coordinates (Å):
F 4.187 -0.296 1.169
F 4.380 -0.531 -0.902
F 3.640 1.375 -0.281
O 0.831 1.106 -0.053
N 1.455 -1.410 0.060
N -0.338 0.401 0.017
C 3.611 0.066 0.020
C 2.225 -0.461 0.008
H -0.635 0.482 0.936
H -0.976 0.757 -0.681
H 0.295 -0.942 -0.325

## Properties
Relative energy (zero: lowest compared OMol25 entry of this formula, charge and spin) = 411.28 kJ/mol

The Löwdin scheme yields these atomic charges, measured in e:
1. F 0.164
2. F 0.149
3. F 0.161
4. O -0.260
5. N 0.134
6. N -0.073
7. C -0.607
8. C -0.034
9. H 0.086
10. H 0.117
11. H 0.165

---

The following is a quantum chemistry calculation of the ion C2O4 with charge -2 at a distorted geometry, from the Open Molecules 2025 dataset.

Cartesian coordinates (Å):
O 1.381 1.114 0.000
O 1.381 -1.114 0.000
O -1.381 1.114 0.000
O -1.381 -1.114 0.000
C -0.789 0.000 0.001
C 0.789 0.000 -0.001

## Properties
Relative energy (zero: lowest compared OMol25 entry of this formula, charge and spin) = 0.00 kJ/mol
Net charge = -2
SMILES = O=C([O-])C(=O)[O-]

The Löwdin scheme yields these atomic charges, measured in e:
1. O -0.148
2. O -0.148
3. O -0.148
4. O -0.148
5. C -0.704
6. C -0.704

---

The following is a quantum chemistry calculation of a cluster of 2 separate species, C5H10O in total, from the Open Molecules 2025 dataset.

Cartesian coordinates (Å):
O -1.485 -1.270 -0.935
C -0.830 1.160 -0.939
C 1.560 -0.930 -0.156
C 0.352 -0.169 0.379
C -0.842 -0.323 -0.569
C 0.275 1.362 0.131
H 2.476 -0.654 0.377
H 1.199 1.826 -0.225
H -1.777 1.689 -0.797
H 1.394 -2.005 -0.035
H -1.736 -1.084 2.015
H 0.158 -0.465 1.414
H -0.080 1.912 1.008
H -1.874 -1.627 1.526
H 1.710 -0.735 -1.224
H -0.499 1.312 -1.971

## Properties
Relative energy (zero: lowest compared OMol25 entry of this formula, charge and spin) = 173.51 kJ/mol
SMILES = C[C@H]1CCC1=O.[H][H]

The Löwdin scheme yields these atomic charges, measured in e:
1. O 0.078
2. C -0.076
3. C -0.055
4. C -0.314
5. C -0.420
6. C -0.130
7. H 0.079
8. H 0.106
9. H 0.115
10. H 0.085
11. H 0.058
12. H 0.099
13. H 0.106
14. H 0.063
15. H 0.088
16. H 0.118

---

The following is a quantum chemistry calculation of an isolated molecule of C4H7NO2 at a distorted geometry, from the Open Molecules 2025 dataset.

Cartesian coordinates (Å):
O -2.710 -1.094 0.309
O -2.763 0.956 -0.310
N -2.165 -0.056 -0.020
C -0.111 1.249 -0.602
C -0.111 1.043 0.864
C -0.692 0.008 -0.059
C 0.055 -1.591 -0.181
H 0.756 1.388 -1.094
H -0.706 -2.209 -0.571
H 0.919 0.800 1.346
H 0.953 -1.505 -0.658
H -0.985 1.811 -0.811
H -0.669 1.715 1.619
H 0.323 -1.980 0.704

## Properties
Relative energy (zero: lowest compared OMol25 entry of this formula, charge and spin) = 560.07 kJ/mol
SMILES = CC1([N+](=O)[O-])CC1

The Löwdin scheme yields these atomic charges, measured in e:
1. O 0.083
2. O 0.073
3. N -0.355
4. C -0.077
5. C -0.093
6. C -0.268
7. C 0.083
8. H 0.081
9. H 0.049
10. H 0.135
11. H 0.035
12. H 0.093
13. H 0.141
14. H 0.020